Entry 1:
# CH5ClN2S

A 2-piece molecular cluster, CH5ClN2S overall in a non-equilibrium geometry (the ωB97M-V functional and the def2-TZVPD basis, OMol25).

Structure (XYZ):
```
10
Properties=species:S:1:pos:R:3:mulliken_charge:R:1
C -1.19822 0.86036 -0.12729 -0.7045
N -0.06843 0.17971 -0.47740 -0.1476
N -0.00860 -1.01814 -0.01675 -0.2514
S 1.22286 -2.03148 -0.42442 -0.0647
H -1.80575 1.07543 -0.94085 0.3282
H -1.87836 0.50173 0.75560 0.2883
H -0.97504 1.87872 0.11015 0.2985
H 1.01504 -3.01561 0.48157 0.1736
Cl 2.28465 0.54586 0.66674 -0.2613
H 1.41184 1.02343 -0.02736 0.3408
```

## Properties
**Relative energy (zero: lowest compared OMol25 entry of this formula, charge and spin)**: 230.3 kJ/mol
**Maximum force**: 5.34 eV/Å
**SMILES**: C/N=N/S.Cl
**E_HOMO**: -0.340 hartree
**LUMO level**: 0.127 eV
**Electronic energy**: -27453.008 eV

---

Entry 2:
# C6H16O

A 2-piece molecular cluster, C6H16O overall in a non-equilibrium geometry (the ωB97M-V functional and the def2-TZVPD basis, OMol25).

Structure (XYZ):
```
23
Properties=species:S:1:pos:R:3:mulliken_charge:R:1
C -1.99205 0.37701 -1.25148 -0.9247
C -1.47464 0.06664 0.17905 -0.5215
C 0.07465 0.12771 0.37945 0.5724
C 0.83478 1.45514 0.19543 -1.3194
C 0.38312 -0.46504 1.75833 -0.6891
C 1.85066 -0.34047 2.38396 -1.1305
H -2.07834 1.46116 -1.51377 0.2913
H -1.41591 -0.04019 -2.11661 0.1334
H -3.01984 -0.10568 -1.34614 0.3219
H -1.70104 -0.98747 0.46310 0.2962
H -1.93399 0.79766 0.94444 0.2867
H 0.61437 -0.60790 -0.29942 0.1103
H 0.96861 1.73128 -0.84107 0.3517
H 1.85360 1.40434 0.63405 0.3507
H 0.25363 2.22617 0.77150 0.2880
H -0.26426 0.02418 2.49997 0.2974
H 0.28634 -1.58344 1.83001 0.3997
H 2.06568 0.34168 3.24576 0.2724
H 2.09601 -1.37563 2.72621 0.2963
H 2.65975 -0.05510 1.66467 0.3392
O -0.07158 -1.84863 -3.91065 -0.6426
H 0.48117 -1.07097 -3.69158 0.3086
H -0.47075 -1.53247 -4.70522 0.3115
```

## Properties
**Relative energy (zero: lowest compared OMol25 entry of this formula, charge and spin)**: 104.5 kJ/mol
**Maximum force**: 2.36 eV/Å
**SMILES**: CCC(C)CC.O
**E_HOMO**: -0.395 hartree
**LUMO level**: 0.790 eV
**Electronic energy**: -8528.150 eV

---

Entry 3:
# C32H47ClN6O10S3

A 6-piece molecular cluster, C32H47ClN6O10S3 overall in a non-equilibrium geometry (the ωB97M-V functional and the def2-TZVPD basis, OMol25).

Structure (XYZ):
```
99
Properties=species:S:1:pos:R:3:mulliken_charge:R:1
O 2.09181 -4.69198 4.78393 -0.2954
N 2.71952 -3.76049 4.25115 0.1549
O 2.22178 -3.67471 3.02058 -0.1343
C 1.53575 -2.45094 2.69198 0.0996
C 1.37339 -1.28852 3.80042 0.3370
C 2.78908 -0.54430 4.27019 -0.7775
C 3.83011 -0.26676 3.03565 -0.5019
C 4.76573 1.04903 3.46805 -0.5101
C 6.10827 0.96620 2.49543 -0.4965
S 6.98760 2.64784 2.47025 1.0117
O 7.30595 3.12672 3.92468 -0.5463
O 8.28989 2.48604 1.63996 -0.5281
Cl 5.76505 4.06892 1.46577 -0.2790
C 0.40873 -1.68707 5.10774 -0.6009
O -1.00456 -1.87435 4.74355 -0.2583
S -1.17132 -3.12529 3.57751 1.1167
O -2.63646 -3.11605 3.03324 -0.5906
O -0.92140 -4.55641 4.18524 -0.6571
C 0.01317 -2.88065 2.14729 -0.4163
C -0.53994 -1.91876 0.94024 0.0777
C -1.36771 -0.58765 1.44177 -0.1820
C -2.88534 -0.57191 0.81094 -0.4619
C -4.08364 -0.30740 1.89744 -0.6560
S -3.74867 1.06776 3.12940 1.0617
O -3.11965 0.37015 4.39551 -0.5798
O -2.67965 2.09812 2.65192 -0.6072
O -5.20211 1.83138 3.70271 -0.4950
H 2.06394 -1.98330 1.72870 -0.0025
H 0.76114 -0.40612 3.27393 0.0666
H 3.27425 -1.15897 5.16465 0.2729
H 2.45137 0.50387 4.71666 0.4494
H 3.31031 -0.12761 1.99522 0.2754
H 4.57484 -1.19931 3.00503 0.2657
H 4.12818 2.02657 3.29791 0.3451
H 5.08688 0.91721 4.60863 0.2836
H 6.83933 0.09606 2.85173 0.3757
H 5.81605 0.70185 1.38627 0.2306
H 0.45923 -0.72444 5.81164 0.3498
H 0.87149 -2.57257 5.73989 0.2522
H 0.17373 -3.95920 1.66112 0.4785
H 0.37130 -1.58896 0.27776 0.0681
H -1.22416 -2.61110 0.24918 0.0043
H -0.80406 0.34511 0.95440 0.3311
H -1.32210 -0.41057 2.60082 -0.0424
H -3.15565 -1.59235 0.25705 0.2024
H -2.99624 0.27827 -0.01874 0.2798
H -5.03312 0.04293 1.26418 0.4172
H -4.44460 -1.28136 2.47041 0.3580
H -5.63981 1.17900 4.35569 0.3655
C -5.08171 3.45366 -2.01762 -0.3580
C -6.29836 3.22038 -1.33308 -0.2846
C -6.03676 3.32136 0.01500 -0.7012
N -4.70403 3.60266 0.16793 0.0499
C -4.11468 3.69064 -1.06636 -0.6597
H -4.92779 3.45046 -3.08890 0.4260
H -7.26175 3.00285 -1.77584 0.4838
H -6.68291 3.21610 0.87627 0.3997
H -4.22995 3.72681 1.05306 0.2340
H -3.06016 3.91217 -1.16181 0.4076
C 7.16526 3.35973 -3.72802 -0.2060
C 7.99433 4.44872 -3.36747 -0.7269
C 7.76934 4.71232 -2.03486 -0.3134
N 6.83013 3.82366 -1.58002 0.2831
C 6.45997 2.99139 -2.60415 -0.3728
H 7.09157 2.89362 -4.70200 0.4019
H 8.68198 4.98270 -4.01050 0.3826
H 8.19507 5.45504 -1.37345 0.3633
H 6.46771 3.78722 -0.63611 0.0560
H 5.72719 2.21143 -2.44635 0.1924
C -0.10088 -4.21528 -3.64674 -0.3927
C -0.80030 -3.04720 -4.03359 -0.4175
C -1.97329 -3.01359 -3.31324 -0.6813
N -2.00830 -4.12287 -2.50888 0.0480
C -0.86811 -4.85869 -2.70144 -0.6541
H 0.85940 -4.55033 -4.01676 0.4845
H -0.48223 -2.30959 -4.75902 0.5494
H -2.78449 -2.29787 -3.30517 0.4447
H -2.75779 -4.36064 -1.87222 0.2139
H -0.70148 -5.77549 -2.15196 0.4078
C -9.53274 -0.08690 -4.09918 -0.4740
C -9.52076 0.65724 -5.30307 -0.4073
C -8.33602 1.35787 -5.34082 -0.4717
N -7.63495 1.06624 -4.19970 0.0280
C -8.35447 0.18175 -3.43911 -0.3993
H -10.31573 -0.74839 -3.75177 0.3839
H -10.29292 0.67912 -6.06122 0.3757
H -7.93351 2.03819 -6.07941 0.3656
H -6.72816 1.44392 -3.95737 0.2209
H -7.96820 -0.17857 -2.49509 0.3844
C 4.52917 -1.10402 -2.16423 -0.7267
C 4.36510 -0.15045 -3.19720 -0.3266
C 3.13920 -0.38287 -3.77950 -0.7195
N 2.55999 -1.44621 -3.13722 0.1565
C 3.39793 -1.88901 -2.14711 -0.4616
H 5.38006 -1.20629 -1.50329 0.4764
H 5.06550 0.62296 -3.48488 0.5526
H 2.63138 0.11522 -4.59460 0.3861
H 1.65539 -1.84156 -3.35867 0.2085
H 3.11896 -2.72354 -1.51787 0.4752
```

## Properties
**Maximum force**: 8.02 eV/Å
**SMILES**: O=NO[C@@H]1[C@H](CCCCS(=O)(=O)Cl)COS(=O)(=O)[C@H]1CCCCS(=O)(=O)O.c1cc[nH]c1.c1cc[nH]c1.c1cc[nH]c1.c1cc[nH]c1.c1cc[nH]c1
**E_HOMO**: -0.297 hartree
**LUMO level**: -1.656 eV
**Electronic energy**: -108374.483 eV